(1)
92
Properties=species:S:1:pos:R:3:mulliken_charge:R:1 method="wB97M-V/def2-TZVPD" spin_multiplicity=1 orbital_gap_ev=6.4 energy_ev=-109848.417 lumo_ev=-7.64 total_charge=+2 largest_force_ha_per_bohr=0.1741
P 1.04283 -1.25502 -2.10916 2.30
C 0.81078 -2.95333 -2.70768 0.50
C 0.33323 -3.18627 -3.99711 -0.03
H 0.02439 -2.36192 -4.62375 0.41
C 0.23737 -4.48206 -4.47894 -0.87
H -0.14090 -4.65460 -5.47695 0.46
C 0.62138 -5.55195 -3.68388 -0.57
H 0.54379 -6.56235 -4.06104 0.43
C 1.10947 -5.32302 -2.40531 -0.94
H 1.41201 -6.15261 -1.78193 0.45
C 1.21054 -4.03072 -1.91643 -0.78
H 1.59957 -3.87698 -0.92054 0.46
C 0.12314 -0.18255 -3.24683 0.09
C -1.26914 -0.27799 -3.24799 -0.50
H -1.76077 -1.01145 -2.62518 0.59
C -2.02133 0.55976 -4.05449 -0.79
H -3.09939 0.47788 -4.05482 0.48
C -1.39062 1.49124 -4.86959 -0.69
H -1.97855 2.13747 -5.50719 0.47
C -0.00568 1.58122 -4.87593 -0.78
H 0.48827 2.29625 -5.51977 0.46
C 0.75369 0.74941 -4.06609 -0.38
H 1.82844 0.83767 -4.05687 0.44
C 2.81868 -0.94158 -2.31483 0.71
C 3.51389 -1.47839 -3.39669 -0.71
H 2.99443 -2.04356 -4.15847 0.52
C 4.88307 -1.29185 -3.49574 -0.72
H 5.42065 -1.70455 -4.33807 0.44
C 5.56572 -0.58850 -2.51124 -0.68
H 6.63566 -0.45309 -2.58879 0.43
C 4.87709 -0.07571 -1.42129 -0.87
H 5.40857 0.45493 -0.64334 0.47
C 3.50544 -0.25236 -1.32215 0.34
H 2.96361 0.12204 -0.46671 -0.06
Zr -0.76588 -0.24851 2.16950 -1.03
C -0.88231 1.70707 1.81896 -0.28
C -0.50952 2.21400 0.61204 0.03
H -1.26658 2.36503 2.59470 0.23
C -0.06887 1.20362 -0.39835 0.39
O 1.16339 1.55527 -1.06043 -0.79
H 1.38051 0.81981 -1.64806 -0.48
C -0.01931 -0.16352 0.27359 0.81
H -0.78478 1.14861 -1.22319 -0.25
C 0.46305 -1.21357 -0.45011 -0.60
Cl -0.45892 -2.69716 2.24711 -0.33
P 1.30806 -0.06289 3.31460 1.77
P -2.97810 -0.67980 1.42821 1.81
C 1.41313 -1.12768 4.79002 -1.10
H 1.29961 -2.16301 4.48483 0.39
H 0.59395 -0.87879 5.45668 0.15
H 2.36395 -0.99037 5.30070 0.51
C 2.82436 -0.49523 2.38712 -1.29
H 3.06750 0.30581 1.69323 0.27
H 2.63982 -1.40547 1.82345 0.28
H 3.66882 -0.64904 3.05533 0.63
C 1.66638 1.60916 3.96227 -1.37
H 0.82714 1.91772 4.57938 0.34
H 1.76242 2.30641 3.13304 0.23
H 2.57802 1.62634 4.55556 0.49
C -4.03846 -1.42854 2.70643 -1.31
H -4.29773 -0.66729 3.43489 0.27
H -3.47673 -2.20703 3.21283 0.35
H -4.94119 -1.84628 2.26564 0.55
C -3.90526 0.80863 0.90939 -1.28
H -3.40482 1.26572 0.05879 0.15
H -3.90020 1.51408 1.73587 0.38
H -4.93266 0.57355 0.64023 0.52
C -3.14709 -1.81683 0.00911 -1.08
H -2.41545 -2.61325 0.11523 0.35
H -2.93945 -1.27974 -0.91167 0.03
H -4.14626 -2.24439 -0.04154 0.60
P -0.61853 3.89563 0.15095 1.58
C -1.61632 4.82455 1.33843 -1.39
C -1.37657 4.06678 -1.48793 -1.20
H -1.15211 4.79637 2.31983 0.45
H -2.61024 4.39318 1.40781 0.43
H -1.69395 5.86050 1.01851 0.46
H -0.73650 3.59740 -2.23003 0.26
H -1.50644 5.11561 -1.74234 0.50
H -2.34324 3.57130 -1.49571 0.39
C 0.98387 4.74467 0.04012 -1.30
H 1.53170 4.59996 0.96727 0.42
H 0.84757 5.80993 -0.13355 0.48
H 1.55104 4.31146 -0.77788 0.33
H 0.39490 -2.19704 -0.01058 0.23
F -4.23843 -0.68282 5.52164 -0.41
Te -2.32454 -0.51812 6.02686 2.05
F -2.74169 1.35300 6.62680 -0.42
F -2.96834 -1.25371 7.78998 -0.36
F -0.60721 -0.24244 7.00913 -0.43
F -1.90832 -2.38554 5.42528 -0.44
O -1.66653 0.26145 4.14480 -1.01

=====

(2)
96
Properties=species:S:1:pos:R:3:mulliken_charge:R:1 method="wB97M-V/def2-TZVPD" spin_multiplicity=1 orbital_gap_ev=8.6 energy_ev=-73256.968 lumo_ev=-2.84 total_charge=+1 largest_force_ha_per_bohr=0.0372
C 6.42883 0.58471 0.65242 -1.46
C 5.31295 0.36960 -0.36298 -0.11
C 4.44931 1.61878 -0.55406 -0.58
O 3.06902 1.44751 -0.21764 -0.26
C 2.40144 0.59489 -1.09578 -1.71
N 0.97287 0.62011 -0.72194 1.07
C 0.38885 1.78637 -0.36467 -1.64
N 0.52337 2.95964 -0.94692 0.70
C -0.19806 4.10992 -0.40388 -0.76
C 0.40565 4.61763 0.88430 0.06
O 0.20351 5.73313 1.25322 -0.47
C 1.35150 3.15598 -2.12526 -0.02
C 0.96214 2.39164 -3.38377 0.25
O 1.77969 2.14154 -4.19900 -0.47
I -1.09134 1.88049 -3.65665 0.04
N -0.53006 1.65698 0.67099 0.32
N -1.83330 1.64924 0.06235 -0.52
C -0.12076 0.42278 1.42530 0.97
C 0.63845 0.88494 2.68493 -1.81
C 0.32603 0.04630 3.91267 0.16
C -1.07929 0.26072 4.45613 -1.36
Cl 0.60099 -1.67571 3.54302 -0.22
C 0.74544 -0.34778 0.40463 -0.57
C 0.34003 -1.74587 -0.12301 0.32
C 1.11575 -2.89777 0.52543 -1.22
C -1.16042 -2.01467 -0.05552 0.23
C -1.58326 -3.29036 -0.80667 -0.43
C -2.95013 -3.16809 -1.46089 -1.31
H 7.08559 1.39447 0.33632 0.37
H 7.04962 -0.30472 0.73641 0.41
H 6.02112 0.81724 1.63455 0.35
H 4.70408 -0.48039 -0.04910 0.08
H 5.75055 0.07497 -1.31721 0.36
H 4.81686 2.41520 0.08891 0.50
H 4.52105 1.97885 -1.58656 0.34
H 2.71866 -0.44382 -1.01271 0.73
H 2.54871 0.88818 -2.13684 0.48
H -1.24711 3.86448 -0.25318 0.44
H -0.16290 4.92845 -1.11755 0.56
H 1.02709 3.92258 1.47116 0.40
H 1.28163 4.20507 -2.41468 0.59
H 2.39831 2.96600 -1.90643 -0.16
H -2.02568 0.73654 -0.33914 0.06
H -2.51393 1.83518 0.78845 0.29
H -1.03121 -0.08224 1.73136 0.59
H 0.26316 1.88718 2.89929 0.52
H 1.70909 0.98087 2.50458 0.21
H 1.03354 0.29147 4.70129 0.58
H -1.11155 -0.05772 5.49646 0.41
H -1.33670 1.31744 4.43229 0.34
H -1.82369 -0.33256 3.92779 0.31
H 1.69222 -0.49213 0.92382 0.10
H 0.63962 -1.74478 -1.17671 0.80
H 1.21546 -3.71458 -0.18859 0.46
H 0.59639 -3.30256 1.38874 -0.04
H 2.12461 -2.60726 0.81550 0.34
H -1.41235 -2.15029 0.99992 0.18
H -1.73882 -1.18437 -0.46578 -0.74
H -0.83370 -3.50185 -1.57454 0.54
H -1.56261 -4.14701 -0.13197 0.10
H -3.73390 -3.03369 -0.71623 0.24
H -3.17980 -4.07487 -2.01871 0.45
H -2.97248 -2.34184 -2.17090 0.42
N 0.99040 7.62776 -5.47046 -0.55
C 0.94685 6.30528 -5.34228 -0.32
C 2.06768 5.51304 -5.13921 -0.24
C 3.30692 6.13293 -5.06696 -0.42
C 3.36890 7.50910 -5.20278 -0.33
C 2.18543 8.20792 -5.40190 -0.25
H -0.04045 5.85800 -5.40799 0.39
H 1.97423 4.44020 -5.04806 0.56
H 4.20790 5.55273 -4.91238 0.41
H 4.31234 8.03490 -5.15845 0.37
H 2.19419 9.28621 -5.51169 0.36
N -1.40022 -6.98458 2.04957 -0.59
C -0.74078 -5.85436 2.28783 -0.38
C -1.19748 -4.86337 3.14518 0.35
C -2.40221 -5.06017 3.79610 -0.41
C -3.10994 -6.22173 3.54350 -0.42
C -2.56916 -7.15076 2.66554 -0.28
H 0.19874 -5.73639 1.75627 0.43
H -0.64736 -3.94265 3.27194 0.17
H -2.80313 -4.30301 4.45776 0.43
H -4.07566 -6.39371 3.99863 0.43
H -3.10280 -8.06445 2.42928 0.38
N -4.51231 -1.68373 0.96493 -0.43
C -5.82778 -1.78372 0.78052 -0.49
C -6.50573 -2.99341 0.72302 -0.40
C -5.78143 -4.16708 0.86186 -0.75
C -4.41242 -4.07903 1.05275 -0.39
C -3.83360 -2.82044 1.09682 0.18
H -6.36319 -0.84721 0.67380 0.40
H -7.57611 -3.01068 0.57299 0.41
H -6.27423 -5.12973 0.82303 0.44
H -3.79529 -4.95928 1.16577 0.61
H -2.76245 -2.71875 1.24833 0.52